Entry from OMol25: one molecule with the formula C9H7FO2S in a non-equilibrium geometry (ωB97M-V with the def2-TZVPD basis set).

```
20
Properties=species:S:1:pos:R:3:forces:R:3
C -1.2660 0.9411 -0.4257 0.1 -0.1 0.1
C -1.8247 -0.1456 -0.9491 -0.1 -0.2 -0.2
C -0.7509 -2.3107 -0.2384 0.2 0.7 0.2
C 0.1420 0.9807 0.0449 -0.3 0.3 -0.2
C -1.1738 -1.4627 -1.1229 0.0 -0.1 -0.4
C 0.4647 0.1926 1.0346 -0.2 -1.4 -0.2
C 0.8323 -2.4367 1.6370 0.0 0.0 -0.8
C -0.2303 -2.9153 0.8434 0.1 0.1 0.5
C 1.0289 1.9460 -0.7015 0.1 0.0 0.2
O 2.2555 -0.6372 2.8094 0.5 0.1 0.6
O -0.8114 -4.0828 1.2530 -0.2 -0.3 -0.1
F -1.0881 -1.7650 -2.4690 0.1 0.1 0.5
S 1.6745 -0.9205 1.5023 -0.3 0.2 -0.2
H -1.7860 1.8878 -0.4447 -0.2 0.1 -0.1
H -2.7939 -0.0742 -1.4267 -0.1 0.1 0.0
H 1.3902 -3.1380 2.2420 0.1 0.0 0.2
H 0.4675 2.4577 -1.4776 0.0 0.0 -0.1
H 1.4377 2.6834 -0.0118 0.0 0.0 0.0
H 1.8595 1.4081 -1.1531 0.1 0.0 -0.1
H -0.4278 -4.3677 2.0895 0.0 0.1 0.0
```
Forces are in eV/Å.

Computed properties:
Orbital gap (alpha / beta), eV: 6.36 / 7.73
Multiplicity: 1
ΔE to the lowest compared entry with this formula, charge and spin, kJ/mol: 580.4
Charge: 0

Mulliken atomic charges, in units of e: number 1, C, carries -0.402; number 2, C, carries -0.439; number 3, C, carries 0.002; number 4, C, carries 0.886; number 5, C, carries 0.565; number 6, C, carries -0.525; number 7, C, carries -0.943; number 8, C, carries 0.578; number 9, C, carries -1.307; number 10, O, carries -0.606; number 11, O, carries -0.486; number 12, F, carries -0.287; number 13, S, carries 0.448; number 14, H, carries 0.459; number 15, H, carries 0.356; number 16, H, carries 0.306; number 17, H, carries 0.421; number 18, H, carries 0.333; number 19, H, carries 0.315; number 20, H, carries 0.327



Entry from OMol25: C9H7I2N as an isolated structure in a non-equilibrium geometry (ωB97M-V with the def2-TZVPD basis set).

```
19
Properties=species:S:1:pos:R:3:forces:R:3
C -0.0259 2.0608 0.9856 2.7 2.5 1.6
C -1.3605 1.7882 1.1208 -0.4 0.8 0.8
C 0.8935 1.1776 0.4221 1.3 1.7 0.6
C -1.8926 0.6104 0.6578 -3.1 0.9 1.7
C 0.2902 0.0709 -0.0597 0.3 -1.4 -1.0
C -1.0628 -0.2521 0.0510 0.7 -0.3 -1.2
C 0.9194 -0.9140 -0.9264 -0.3 -1.4 1.8
C 0.0202 -2.1349 -0.9198 0.5 -0.7 -1.0
C -1.3573 -1.4177 -0.8147 -0.6 -1.8 -0.5
N 2.0546 -0.7522 -1.4013 1.8 -1.4 -3.7
I -2.1422 -0.7059 -2.7971 0.5 -0.4 0.9
I -2.8319 -2.7926 0.0593 0.3 0.5 -0.3
H 0.4272 3.0086 1.4679 -1.1 -1.5 -0.9
H -2.0018 2.4866 1.6710 0.3 -0.2 -0.4
H 2.0493 1.3837 0.3751 -2.6 -0.5 -0.1
H -2.9835 0.4834 0.9292 1.3 -0.4 -0.9
H 0.3755 -2.8176 -1.7781 -1.5 0.9 1.0
H 0.1316 -2.7381 0.0416 0.1 1.0 -1.1
H 2.2593 -1.5175 -2.1839 -0.3 1.6 2.4
```
Forces are in eV/Å.

Computed properties:
Orbital gap, eV: 8.74
Multiplicity: 1
Charge: 0

Mulliken atomic charges, in units of e: number 1, C, carries -0.255; number 2, C, carries -0.573; number 3, C, carries -0.456; number 4, C, carries -0.337; number 5, C, carries 0.520; number 6, C, carries 0.245; number 7, C, carries 0.052; number 8, C, carries -0.454; number 9, C, carries -0.462; number 10, N, carries -0.678; number 11, I, carries 0.139; number 12, I, carries 0.126; number 13, H, carries 0.242; number 14, H, carries 0.361; number 15, H, carries 0.317; number 16, H, carries 0.305; number 17, H, carries 0.339; number 18, H, carries 0.315; number 19, H, carries 0.254



Entry from OMol25: C9H7MnN2O5 as an isolated structure in a non-equilibrium geometry (ωB97M-V with the def2-TZVPD basis set).

```
24
Properties=species:S:1:pos:R:3:forces:R:3
O -1.8409 5.7167 -0.4236 1.9 -3.7 -0.6
C -1.3284 4.6873 -0.5736 -1.8 3.7 0.6
Mn -0.2681 -0.1419 -1.3246 -0.3 -4.3 -0.2
C -0.9310 -2.0267 -1.5027 -5.8 -6.8 -0.1
O -1.8117 -2.8130 -1.3638 3.5 4.3 -0.6
C 0.6615 -3.7753 -1.7558 2.9 -2.9 -2.6
O 1.1816 -4.4465 -2.5414 -1.9 2.3 2.6
C 1.5038 -0.4112 -1.7386 8.7 -1.2 -1.6
O 2.6614 -0.5394 -1.8396 -4.3 0.6 0.4
C -1.3155 0.4572 -2.7493 -4.7 1.9 -4.4
O -2.0578 0.9660 -3.4858 2.6 -1.2 2.3
H -0.3458 1.1431 -1.1697 -0.7 7.6 0.6
C 1.4688 1.4168 1.0173 0.6 1.2 0.4
C 0.5680 0.3121 1.3373 -0.3 -0.3 0.1
N -0.1011 -0.4997 0.5076 -0.4 -1.2 4.4
C -0.8599 -1.3499 1.3755 0.5 0.8 0.0
C -0.6568 -0.9726 2.6628 -0.2 -0.3 -1.0
N 0.2659 0.0378 2.6054 0.4 0.7 1.1
H 0.9247 2.2273 0.4880 0.5 -0.5 0.1
H 1.8254 1.8379 1.9780 -0.2 -0.1 -0.5
H 2.3749 1.0911 0.4967 -0.3 0.2 -0.2
H -1.4528 -2.1709 1.0349 -0.3 0.0 -0.3
H -1.1745 -1.2607 3.5521 0.2 -0.3 0.3
H 0.7083 0.5146 3.4128 -0.6 -0.5 -0.9
```
Forces are in eV/Å.

Computed properties:
Orbital gap (alpha / beta), eV: 6.38 / 7.71
Multiplicity: 6
ΔE to the lowest compared entry with this formula, charge and spin, kJ/mol: 66.7
Charge: +1

Mulliken atomic charges, in units of e: number 1, O, carries -0.181; number 2, C, carries 0.182; number 3, Mn, carries -0.192; number 4, C, carries 0.502; number 5, O, carries -0.267; number 6, C, carries 0.195; number 7, O, carries -0.185; number 8, C, carries 0.318; number 9, O, carries -0.207; number 10, C, carries 0.251; number 11, O, carries -0.221; number 12, H, carries 0.517; number 13, C, carries -1.307; number 14, C, carries 0.545; number 15, N, carries 0.086; number 16, C, carries -0.452; number 17, C, carries -0.606; number 18, N, carries -0.067; number 19, H, carries 0.271; number 20, H, carries 0.382; number 21, H, carries 0.286; number 22, H, carries 0.467; number 23, H, carries 0.417; number 24, H, carries 0.265



Entry from OMol25: C9H7MoN2O10 as an isolated structure (ωB97M-V with the def2-TZVPD basis set).

```
29
Properties=species:S:1:pos:R:3:forces:R:3
Mo -0.7101 -1.4350 -1.4399 0.5 -0.1 -0.1
O 0.4993 -2.6464 1.9951 0.1 -0.1 -0.1
C 0.6991 -1.9268 1.0778 0.2 0.2 0.1
O 0.4003 -2.3160 -0.2310 -0.5 -0.2 0.2
C 1.2605 -0.5539 1.1427 -0.1 0.1 -0.1
C 2.1112 -0.2416 2.1954 0.0 0.0 0.1
C 2.6387 1.0273 2.2740 0.0 0.0 0.0
C 2.3262 2.0132 1.3576 0.0 0.0 0.0
C 1.4530 1.7062 0.3362 0.0 0.1 -0.1
C 0.9246 0.4246 0.1963 0.0 -0.2 0.0
O 0.1288 0.1211 -0.8475 0.2 0.2 0.0
N 1.0807 2.7890 -0.5964 -0.1 0.1 0.1
O 1.9055 3.6514 -0.7815 0.0 -0.1 0.0
O -0.0366 2.7529 -1.0707 0.0 -0.1 0.0
N 3.5619 1.3544 3.3834 -0.1 0.0 0.1
O 3.8121 0.4644 4.1640 0.0 0.0 0.0
O 3.9834 2.4873 3.4256 0.0 0.0 0.0
H 2.3595 -0.9852 2.9405 0.0 0.0 0.0
H 2.7484 3.0048 1.4433 0.0 0.0 0.0
O -1.1569 -3.4727 -2.0837 0.0 0.0 -0.1
H -0.8116 -4.2485 -1.6211 0.0 0.0 0.0
H -1.6702 -3.7480 -2.8549 0.0 0.0 0.0
C -4.2584 0.4824 -1.7742 0.1 0.0 0.1
C -3.6732 -0.6980 -2.4549 -0.1 -0.1 -0.1
O -4.1218 -1.4513 -3.2371 0.0 -0.1 0.0
O -2.2809 -0.8936 -2.0964 -0.3 0.2 0.0
H -5.3323 0.4848 -1.9308 0.0 0.0 0.0
H -3.8201 1.3868 -2.2007 0.0 0.0 0.0
H -4.0211 0.4668 -0.7112 0.0 0.0 0.0
```
Forces are in eV/Å.

Computed properties:
Orbital gap (alpha / beta), eV: 7.19 / 7.21
Multiplicity: 3
ΔE to the lowest compared entry with this formula, charge and spin, kJ/mol: 0.0
Charge: +1

Mulliken atomic charges, in units of e: number 1, Mo, carries 2.150; number 2, O, carries -0.426; number 3, C, carries 0.354; number 4, O, carries -0.679; number 5, C, carries 0.589; number 6, C, carries -0.791; number 7, C, carries -0.265; number 8, C, carries -0.374; number 9, C, carries -0.161; number 10, C, carries 0.878; number 11, O, carries -0.856; number 12, N, carries 0.931; number 13, O, carries -0.532; number 14, O, carries -0.552; number 15, N, carries 1.036; number 16, O, carries -0.590; number 17, O, carries -0.586; number 18, H, carries 0.580; number 19, H, carries 0.609; number 20, O, carries -0.545; number 21, H, carries 0.342; number 22, H, carries 0.336; number 23, C, carries -0.881; number 24, C, carries 0.505; number 25, O, carries -0.406; number 26, O, carries -0.605; number 27, H, carries 0.305; number 28, H, carries 0.312; number 29, H, carries 0.323



Entry from OMol25: one molecule with the formula C9H7N2P in a non-equilibrium geometry (ωB97M-V with the def2-TZVPD basis set).

```
19
Properties=species:S:1:pos:R:3:forces:R:3
C -3.1613 1.0511 -0.9184 -2.2 1.4 -2.4
C 1.9171 1.3034 -0.0081 0.6 -0.6 0.0
C 1.3712 0.1520 0.4703 -0.8 -2.7 1.3
C 1.1207 2.0442 -0.8813 -2.4 1.5 -0.2
C -0.2310 1.7173 -1.0051 3.3 0.6 -0.2
C -2.1154 0.5081 -0.3031 1.3 -4.3 1.9
C 0.0107 -0.3275 0.2480 3.2 2.8 -0.7
C -0.4034 -1.6016 0.5822 -1.0 -1.0 1.1
C 0.6206 -2.5688 1.2379 -3.3 -0.2 -1.4
N -4.1165 1.4109 -1.5020 1.0 -0.2 0.9
N -0.7897 0.6393 -0.3794 -1.9 -0.8 0.4
P -1.9568 -2.2250 0.3270 -0.4 3.0 -0.5
H 2.9601 1.5372 0.1794 -0.2 0.1 0.0
H 1.9054 -0.6160 1.1117 0.0 1.7 -1.1
H 1.3867 3.0401 -1.3351 0.1 -1.5 0.4
H -0.8191 2.2961 -1.6642 -1.0 0.3 -0.2
H 1.0179 -2.8788 0.3144 2.0 -0.7 -0.6
H 0.0783 -3.4640 1.6142 0.5 0.8 0.3
H 1.2045 -2.0179 1.9118 1.0 -0.1 1.0
```
Forces are in eV/Å.

Computed properties:
Orbital gap (alpha / beta), eV: 6.33 / 5.85
Multiplicity: 1
ΔE to the lowest compared entry with this formula, charge and spin, kJ/mol: 415.0
Charge: 0

Mulliken atomic charges, in units of e: number 1, C, carries 0.325; number 2, C, carries -0.686; number 3, C, carries -0.272; number 4, C, carries -0.422; number 5, C, carries -0.102; number 6, C, carries -0.260; number 7, C, carries 0.217; number 8, C, carries 0.693; number 9, C, carries -1.563; number 10, N, carries -0.504; number 11, N, carries 0.126; number 12, P, carries 0.032; number 13, H, carries 0.390; number 14, H, carries 0.042; number 15, H, carries 0.296; number 16, H, carries 0.402; number 17, H, carries 0.474; number 18, H, carries 0.362; number 19, H, carries 0.450



Entry from OMol25: one molecule with the formula C9H7N2P in a non-equilibrium geometry (ωB97M-V with the def2-TZVPD basis set).

```
19
Properties=species:S:1:pos:R:3:forces:R:3
C 2.5328 -0.3492 -1.4909 -0.3 1.8 1.9
C 1.4367 -0.6681 -0.4904 0.9 -0.5 -0.2
P 1.4492 -2.1350 0.4752 -1.0 0.7 -0.5
C -0.1396 -1.7381 1.0524 0.6 2.1 -1.3
C -0.9991 -2.3198 1.9575 0.4 -0.7 0.6
N -1.6547 -2.7729 2.7789 -0.9 -0.5 0.7
N -0.5889 -0.4585 0.5877 3.1 -2.2 -0.8
C -1.7284 0.0863 0.9446 -1.7 1.4 2.6
C -2.0467 1.3317 0.4899 -1.9 -0.3 2.0
C -1.1940 1.9217 -0.4032 0.3 3.1 -2.6
C 0.0170 1.4466 -0.7686 -2.3 -3.4 2.7
C 0.3444 0.1491 -0.2560 -0.1 -0.1 -0.3
H 3.2985 -1.0492 -1.4498 1.1 -1.8 -0.2
H 3.0970 0.5461 -1.1938 -0.4 0.3 0.0
H 2.2283 -0.1878 -2.4909 -0.6 -0.1 -1.0
H -2.1441 -0.4044 1.8591 -0.4 0.5 -1.3
H -2.8936 1.9095 0.9414 0.7 -0.9 -0.7
H -1.4834 2.8478 -0.9795 0.0 -0.9 1.1
H 0.4685 1.8443 -1.5637 2.3 1.5 -2.6
```
Forces are in eV/Å.

Computed properties:
Orbital gap, eV: 7.91
Multiplicity: 1
ΔE to the lowest compared entry with this formula, charge and spin, kJ/mol: 0.0
Charge: 0

Mulliken atomic charges, in units of e: number 1, C, carries -1.400; number 2, C, carries 0.648; number 3, P, carries -0.213; number 4, C, carries 0.187; number 5, C, carries 0.355; number 6, N, carries -0.497; number 7, N, carries 0.023; number 8, C, carries -0.001; number 9, C, carries -0.631; number 10, C, carries -0.113; number 11, C, carries -1.000; number 12, C, carries 0.188; number 13, H, carries 0.431; number 14, H, carries 0.337; number 15, H, carries 0.329; number 16, H, carries 0.287; number 17, H, carries 0.328; number 18, H, carries 0.290; number 19, H, carries 0.455



| no. | molar mass (g/mol) | calculated total energy (eV) |
| --- | --- | --- |
| 1 | 198.22 | -27086.3435 |
| 2 | 382.97 | -27136.5870 |
| 3 | 278.10 | -53971.5956 |
| 4 | 399.10 | -34744.8615 |
| 5 | 174.14 | -21709.5244 |
| 6 | 174.14 | -21713.8260 |